(1)
A molecular structure, C35H77B2ClO15Si2 in a non-equilibrium geometry, computed with wB97M-V/def2-TZVPD.

Last column: Löwdin charge in e.
Positions of all 132 atoms, in Å:
C -0.998 1.727 0.326  -0.068
O 0.300 1.134 0.164  -0.054
B 0.441 0.495 -1.074  -0.660
O 0.884 1.214 -2.136  0.134
Si 0.085 -1.449 -1.401  0.611
C 0.406 -2.461 0.160  -0.173
B 0.550 -4.025 -0.087  -0.734
O 1.607 -4.469 -0.859  0.139
O -0.333 -4.965 0.424  0.116
O -1.426 -1.740 -2.096  -0.376
Si -2.691 -2.059 -1.047  0.556
C -4.361 -1.581 -1.779  -0.296
C -5.453 -1.813 -0.715  -0.344
C -5.604 -0.582 0.157  -0.557
Cl -6.237 -1.016 1.787  0.655
H -1.751 0.949 0.460  0.069
H -1.247 2.331 -0.550  0.092
H -0.949 2.367 1.199  0.091
H 0.795 2.172 -1.987  0.071
H 1.091 -1.890 -2.398  0.021
H -0.281 -2.243 0.975  0.063
H 1.392 -2.127 0.512  0.081
H 2.286 -3.780 -0.801  0.096
H -0.064 -5.163 1.333  0.110
H -2.744 -3.527 -0.859  0.012
H -2.514 -1.466 0.293  0.008
H -4.576 -2.257 -2.604  0.073
H -4.342 -0.552 -2.138  0.077
H -6.399 -2.095 -1.166  0.106
H -5.137 -2.636 -0.072  0.078
H -4.652 -0.090 0.323  0.051
H -6.290 0.140 -0.274  0.075
C -5.265 -3.407 4.119  -0.031
C -3.779 -3.579 4.280  -0.494
O -2.993 -3.176 3.450  0.053
C -3.307 -4.284 5.528  -0.016
H -5.465 -2.890 3.182  -0.003
H -5.745 -4.387 4.100  0.069
H -5.668 -2.818 4.945  0.088
H -3.723 -5.293 5.560  0.067
H -3.629 -3.733 6.412  0.086
H -2.221 -4.345 5.523  0.078
C -9.161 -1.413 3.044  -0.063
C -9.374 -1.679 4.514  -0.501
O -8.602 -2.355 5.153  0.068
C -10.593 -1.061 5.155  -0.027
H -8.256 -1.913 2.712  -0.004
H -10.008 -1.798 2.473  0.088
H -9.057 -0.341 2.871  0.079
H -11.498 -1.428 4.668  0.083
H -10.552 0.026 5.067  0.084
H -10.625 -1.329 6.209  0.079
C -6.502 -8.039 6.892  -0.019
C -5.805 -7.634 5.617  -0.502
O -6.151 -6.651 4.999  0.039
C -4.666 -8.500 5.148  -0.020
H -7.298 -7.331 7.112  0.082
H -6.932 -9.036 6.781  0.085
H -5.791 -8.044 7.720  0.085
H -5.018 -9.516 4.962  0.094
H -3.878 -8.526 5.902  0.092
H -4.253 -8.101 4.225  0.064
C 2.049 4.910 0.299  -0.020
C 1.871 5.056 -1.188  -0.471
O 1.333 4.192 -1.850  0.055
C 2.390 6.318 -1.822  -0.012
H 1.634 3.958 0.622  0.080
H 3.105 4.938 0.551  0.069
H 1.535 5.719 0.819  0.093
H 3.465 6.400 -1.659  0.062
H 1.888 7.185 -1.392  0.091
H 2.197 6.292 -2.893  0.084
C 6.034 6.826 -4.710  -0.021
C 6.071 6.435 -3.258  -0.497
O 5.561 7.118 -2.397  0.043
C 6.777 5.146 -2.918  -0.020
H 5.498 7.768 -4.815  0.085
H 7.048 6.952 -5.090  0.053
H 5.521 6.058 -5.291  0.091
H 7.822 5.201 -3.228  0.085
H 6.294 4.311 -3.427  0.086
H 6.734 4.980 -1.844  0.078
C -8.277 -7.929 -0.108  -0.025
C -7.326 -8.172 1.039  -0.489
O -6.321 -8.829 0.892  0.062
C -7.681 -7.557 2.368  -0.010
H -7.903 -8.423 -1.001  0.080
H -9.263 -8.330 0.134  0.083
H -8.361 -6.859 -0.302  0.084
H -8.645 -7.939 2.709  0.091
H -7.732 -6.471 2.274  0.093
H -6.924 -7.807 3.100  0.051
C -3.208 -8.684 1.080  -0.020
C -2.092 -9.258 1.912  -0.496
O -2.204 -9.416 3.107  0.056
C -0.820 -9.631 1.189  -0.023
H -4.061 -8.461 1.712  0.052
H -2.872 -7.764 0.596  0.091
H -3.518 -9.402 0.320  0.089
H -0.394 -8.749 0.708  0.083
H -1.029 -10.388 0.432  0.084
H -0.101 -10.030 1.901  0.078
C 10.005 8.089 -8.108  -0.033
C 8.852 7.147 -7.881  -0.483
O 8.420 6.927 -6.771  0.051
C 8.251 6.485 -9.097  -0.021
H 10.334 8.489 -7.158  0.066
H 10.833 7.555 -8.576  0.092
H 9.697 8.914 -8.749  0.087
H 9.008 5.888 -9.608  0.085
H 7.868 7.242 -9.783  0.086
H 7.433 5.836 -8.793  0.080
C 12.143 12.060 -6.064  -0.021
C 12.387 10.847 -6.926  -0.492
O 11.555 10.450 -7.708  0.050
C 13.716 10.151 -6.770  -0.019
H 11.155 12.462 -6.275  0.082
H 12.197 11.786 -5.009  0.086
H 12.891 12.826 -6.276  0.085
H 13.835 9.798 -5.744  0.086
H 14.529 10.837 -7.011  0.086
H 13.761 9.299 -7.445  0.081
C 5.295 5.746 4.103  -0.022
C 4.417 4.667 3.520  -0.490
O 3.466 4.935 2.822  0.056
C 4.776 3.239 3.844  -0.019
H 4.926 6.721 3.792  0.082
H 5.280 5.691 5.193  0.085
H 6.320 5.625 3.750  0.085
H 4.740 3.080 4.923  0.085
H 5.780 3.014 3.481  0.085
H 4.066 2.569 3.364  0.082

Its charge is 0. For the molar mass, the calculation gives 851.235 g mol⁻¹. The total energy is -97893.180 eV. The HOMO-LUMO gap is 0.3478 hartree. The HOMO energy comes out at -8.9 eV.

=====

(2)
2 unconnected molecules or ions with the total composition CH3Cl3OP in a non-equilibrium geometry, computed with wB97M-V/def2-TZVPD.

Last column: natural (NBO) charge in e.
Positions of all 9 atoms, in Å:
C -0.888 1.034 1.463  0.412
O -1.177 0.763 0.319  -0.581
P -0.705 1.356 -1.174  1.105
Cl 1.036 2.185 -0.693  -0.203
Cl -0.235 -0.400 -2.101  -0.166
Cl 1.148 -3.839 -1.172  -0.275
H 0.053 1.489 1.895  0.219
H -1.500 0.646 2.295  0.212
H 2.267 -3.234 -0.833  0.277

Its charge is +1. For the molar mass, the calculation gives 168.367 g mol⁻¹. The total energy is -49981.349 eV. The HOMO-LUMO gap is 0.2783 hartree. The HOMO energy comes out at -14.4 eV.